DFT (ωB97M-V/def2-TZVPD) results for a structure of composition C28H21N8O2S2V.

Last column: Mulliken charge in e.
Atoms and positions in Å:
V 0.33704 -0.45015 0.38795  -0.459
C 5.24563 -2.64847 -1.25994  -0.439
C 4.02451 -3.16750 -1.66361  -1.055
C 2.86215 -2.82288 -0.98902  0.483
C 2.94179 -1.95179 0.09080  -1.086
C 4.15791 -1.42914 0.50636  -0.078
C 5.31256 -1.78501 -0.17669  -0.879
N 1.75066 -1.57013 0.78073  0.688
C 1.28707 -2.39951 1.82340  0.945
C 1.77363 -3.67487 2.10455  -0.644
C 1.23118 -4.38485 3.16277  -0.799
C 0.21367 -3.86408 3.96501  -0.648
C -0.26876 -2.59140 3.72511  -0.759
C 0.27303 -1.88777 2.65860  0.283
N -0.00703 -0.54090 2.33988  1.450
N -0.33378 0.34371 3.13863  -1.072
C -0.18749 1.61642 2.48535  0.341
C -0.66468 2.75235 3.09430  -0.695
C -0.40842 3.97104 2.46617  -0.315
C 0.34080 3.98029 1.30645  -0.888
C 0.77523 2.77288 0.76591  -0.307
N 0.50077 1.60120 1.32529  0.326
H 6.14891 -2.91506 -1.79176  0.429
H 3.97161 -3.84082 -2.50864  0.429
H 1.90187 -3.21727 -1.29453  0.575
H 4.19805 -0.75054 1.34873  0.445
H 6.26538 -1.38140 0.13825  0.426
H 2.56702 -4.09244 1.50115  0.548
H 1.61366 -5.37372 3.37789  0.425
H -0.18261 -4.45163 4.78058  0.428
H -1.03831 -2.13926 4.33587  0.513
H -1.20901 2.67999 4.02428  0.554
H -0.78003 4.89291 2.89129  0.461
H 0.58794 4.90328 0.80242  0.467
H 1.33914 2.75070 -0.15807  0.565
S -0.67539 -1.92178 -1.09506  -0.464
C 0.07838 -0.83218 -2.24635  1.548
S 1.04780 0.46819 -1.57366  -0.452
C -0.10640 -0.95130 -3.58923  0.718
C 0.38817 0.05584 -4.46666  -0.187
N 0.80277 0.90421 -5.12372  -0.597
C -0.88022 -2.02270 -4.12346  -0.208
N -1.49515 -2.89518 -4.55064  -0.463
O -1.46723 1.88183 -3.44679  -0.313
C -2.78867 2.37290 -3.43361  -0.717
N -2.96691 3.57428 -2.64677  -0.097
C -3.19173 3.64131 -1.30791  0.051
O -3.41528 4.68044 -0.72086  -0.622
C -3.11535 2.35152 -0.53443  -0.157
C -4.16929 1.91462 0.25357  -0.444
C -4.01338 0.74114 0.97621  -1.161
C -2.79778 0.08230 0.92758  -0.381
N -1.75651 0.53919 0.22282  1.101
C -1.92725 1.64131 -0.50870  -0.487
H -0.94382 2.29686 -4.14520  0.255
H -3.40203 1.58024 -3.00760  0.399
H -3.14659 2.57833 -4.44234  0.488
H -2.94880 4.47396 -3.10457  0.278
H -5.09282 2.47766 0.28714  0.553
H -4.81889 0.33331 1.56983  0.473
H -2.65217 -0.85037 1.46050  0.423
H -1.08651 1.94989 -1.11554  0.803

## Properties
Energy above the lowest of the compared OMol25 structures with the same formula, charge and spin   56.1 kJ/mol
HOMO-LUMO gap (spin up / spin down)   5.5 / 5.7 eV
HOMO level (spin up / spin down)   -10.92 / -11.07 eV
⟨S²⟩   0.8302
2S+1   2
Net charge   +1



DFT (ωB97M-V/def2-TZVPD) results for a structure of composition C28H22AuBr2N3O6S.

Last column: Mulliken charge in e.
Atoms and positions in Å:
Au -0.02444 0.02511 0.17160  1.081
Br -6.52133 4.19255 -0.61652  -0.168
C -4.71440 3.63111 -0.61053  -0.240
C -3.74511 4.46429 -1.15021  -0.994
C -2.42641 4.05941 -1.14445  -0.614
C -2.06510 2.82163 -0.60209  0.176
C -3.05784 2.00403 -0.06293  -0.201
C -4.38178 2.40267 -0.06593  -0.929
N -0.74581 2.35247 -0.56260  1.917
C 0.22562 2.90123 -1.15003  -0.540
C 1.57445 2.33587 -1.07813  0.508
C 2.65662 3.08482 -1.52082  -0.932
C 3.93383 2.56093 -1.41571  -0.516
C 4.09899 1.29012 -0.89372  -0.708
C 2.97221 0.58666 -0.50400  -0.432
N 1.75930 1.10563 -0.59460  0.267
H -4.02617 5.41952 -1.57191  0.565
H -1.67468 4.71213 -1.56893  0.360
H -2.79769 1.03466 0.33412  0.401
H -5.14288 1.75808 0.35079  0.577
H 0.13555 3.81645 -1.73804  0.248
H 2.49445 4.07071 -1.93479  0.516
H 4.78716 3.14354 -1.73458  0.478
H 5.07673 0.84632 -0.78096  0.459
H 3.04832 -0.41531 -0.10524  0.462
C -2.89294 6.06480 2.59631  -1.690
C -1.91897 4.92137 2.59438  0.955
C -2.26965 3.67437 3.09877  -1.040
C -1.35452 2.63280 3.13553  -0.513
C -0.07735 2.83833 2.64264  0.367
C 0.29619 4.07377 2.13264  -0.643
C -0.62312 5.10674 2.10932  -0.616
S 1.18314 1.58939 2.78446  1.243
O 2.30200 2.01619 1.98782  -0.641
O 1.40416 1.34519 4.17837  -0.744
N 0.61132 0.17201 2.12031  -0.223
C -0.00555 -0.75315 2.99394  -0.691
C -1.62152 -0.70831 2.66319  0.659
O -2.36225 -0.74035 3.61595  -0.623
O -1.80563 -0.65906 1.40423  -0.630
H -3.90539 5.72040 2.80015  0.358
H -2.88240 6.58279 1.63713  0.375
H -2.61684 6.79035 3.36427  0.393
H -3.26653 3.51819 3.49188  0.395
H -1.64054 1.67974 3.56368  0.607
H 1.30857 4.20437 1.77336  0.559
H -0.32783 6.07886 1.73110  0.408
H 0.15291 -0.53640 4.04299  0.379
H 0.20276 -1.79381 2.73083  0.283
Br 0.85453 0.77144 -4.39016  -0.138
C -0.95841 1.33581 -4.28206  0.270
C -1.33165 2.33566 -5.17092  -0.525
C -2.63817 2.79198 -5.19377  -0.593
C -3.58807 2.21725 -4.36509  -0.699
C -3.21534 1.21410 -3.49230  -0.624
C -1.89529 0.76924 -3.40678  0.504
C -1.62508 -0.16629 -2.23139  0.707
O -2.56287 -0.70436 -1.68159  -0.577
O -0.38587 -0.22714 -1.82962  -0.812
H -0.59402 2.74475 -5.84762  0.427
H -2.91498 3.58614 -5.87481  0.416
H -4.61638 2.55209 -4.39613  0.433
H -3.92595 0.75236 -2.82024  0.539

## Properties
Energy above the lowest of the compared OMol25 structures with the same formula, charge and spin   204.1 kJ/mol
HOMO-LUMO gap (spin up / spin down)   5.7 / 5.7 eV
HOMO level (spin up / spin down)   -8.31 / -8.31 eV



DFT (ωB97M-V/def2-TZVPD) results for a structure of composition C28H22Br2N5O7Zr.

Last column: Mulliken charge in e.
Atoms and positions in Å:
Zr 0.02432 -0.87448 -0.52887  0.531
C 3.69855 -2.86193 0.39120  -0.475
O 3.93975 -2.37557 1.71237  -0.528
C 2.93645 -1.90563 2.50575  0.066
C 3.28693 -1.70689 3.83091  -0.672
C 2.38747 -1.20884 4.76731  -0.732
C 1.10916 -0.89481 4.36896  -0.976
C 0.72514 -1.06185 3.03244  0.646
C -0.62164 -0.68493 2.67488  -0.669
N -1.04288 -0.50361 1.47895  1.193
N -2.39116 -0.17820 1.37771  -1.128
C -2.71892 0.01213 0.13441  0.598
O -1.90393 -0.01728 -0.86943  -0.877
C -4.14924 0.30765 -0.15813  0.345
C -5.04709 0.62045 0.86045  -0.208
C -6.37172 0.88926 0.56183  -0.748
C -6.81468 0.84113 -0.75333  -0.369
C -5.92574 0.52330 -1.76848  -0.731
C -4.59729 0.26176 -1.47330  -0.219
C 1.62072 -1.59028 2.07180  0.936
O 1.24830 -1.79893 0.83503  -0.500
H 4.65257 -3.28453 0.07925  0.319
H 3.40664 -2.06142 -0.28703  0.072
H 2.93493 -3.64030 0.39039  0.243
H 4.30071 -1.95912 4.11468  0.446
H 2.69651 -1.07429 5.79547  0.361
H 0.38854 -0.50554 5.07791  0.389
H -1.33121 -0.52855 3.48827  0.292
H -4.68995 0.63994 1.88055  0.443
H -7.06394 1.13386 1.35761  0.379
H -7.85225 1.04727 -0.98447  0.371
H -6.26849 0.47562 -2.79405  0.395
H -3.89305 0.00909 -2.25319  0.373
N 0.07595 0.26975 -2.75940  -0.450
C 1.11283 -0.36248 -3.58546  -0.129
C 1.14248 -1.87051 -3.31946  0.438
O 1.64978 -2.62800 -4.14474  -0.784
N 0.55404 -2.20162 -2.16963  0.186
C 0.39762 -3.60295 -1.86658  -0.636
C -0.61767 -3.74439 -0.72632  0.533
O -0.89109 -4.83154 -0.25487  -0.767
O -1.13272 -2.61372 -0.34284  -0.445
H 0.13833 1.28082 -2.79183  0.239
H -0.85137 0.01088 -3.08197  0.278
H 0.96758 -0.20470 -4.65792  0.445
H 2.08349 0.04993 -3.30561  -0.083
H 0.03802 -4.17170 -2.73077  0.430
H 1.33717 -4.07478 -1.55681  0.225
Br 4.80396 0.71179 -1.80247  -0.193
C 3.50567 1.90225 -1.12258  -0.402
C 3.80922 3.26630 -1.03154  -0.358
C 2.89499 4.15734 -0.54220  -0.008
Br 3.36124 5.99707 -0.43775  -0.273
C 1.61533 3.72473 -0.11999  0.628
C 0.60147 4.55619 0.40189  -0.760
C -0.59411 4.00531 0.76908  -1.143
C -0.79213 2.62065 0.61232  -0.224
N 0.12772 1.82053 0.13182  0.499
C 1.31962 2.34790 -0.22682  -0.495
C 2.27567 1.38601 -0.72414  0.392
O 1.94784 0.15206 -0.75928  0.630
H 4.78404 3.60638 -1.35221  0.429
H 0.78520 5.61666 0.50759  0.345
H -1.39063 4.61283 1.17402  0.453
H -1.73307 2.16649 0.89858  0.434

## Properties
Energy above the lowest of the compared OMol25 structures with the same formula, charge and spin   0.0 kJ/mol
HOMO-LUMO gap   7.2 eV
HOMO level   -5.20 eV
Net charge   -1



Molar mass for the records above, in order: 616.608 885.341 791.544 g/mol